Record 1
{
  "formula": "C12H12F36Li2N6O30S12",
  "method": "ωB97M-V/def2-TZVPD",
  "elements": ["Li", "Li", "C", "F", "F", "F", "S", "O", "O", "N", "S", "O", "O", "C", "F", "F", "F", "C", "F", "F", "F", "S", "O", "O", "N", "S", "O", "O", "C", "F", "F", "F", "C", "F", "F", "F", "S", "O", "O", "N", "S", "O", "O", "C", "F", "F", "F", "C", "F", "F", "F", "S", "O", "O", "N", "S", "O", "O", "C", "F", "F", "F", "C", "F", "F", "F", "S", "O", "O", "N", "S", "O", "O", "C", "F", "F", "F", "C", "F", "F", "F", "S", "O", "O", "N", "S", "O", "O", "C", "F", "F", "F", "O", "H", "H", "O", "H", "H", "O", "H", "H", "O", "H", "H", "O", "H", "H", "O", "H", "H"],
  "coordinates": [[-5.69968, 13.75934, -14.72873], [-2.94356, 12.07309, -12.26808], [-1.44897, 18.31403, -11.65467], [-1.35983, 19.51619, -11.00428], [-0.57729, 18.43039, -12.64529], [-1.18440, 17.30337, -10.81953], [-3.23536, 18.23107, -12.43844], [-3.40581, 19.36539, -13.32308], [-3.20305, 16.95896, -13.21673], [-4.11924, 18.45032, -10.94594], [-4.98878, 17.12159, -11.05485], [-5.82119, 16.92498, -12.25655], [-4.34497, 15.91159, -10.58938], [-6.39936, 17.49483, -9.75768], [-5.83750, 17.87441, -8.60428], [-7.17633, 18.50340, -10.10014], [-7.16835, 16.40968, -9.65761], [-5.34418, 14.03581, -18.01476], [-5.01105, 14.96639, -17.15776], [-6.62590, 13.80632, -18.08418], [-4.85141, 14.35451, -19.23450], [-4.46806, 12.49438, -17.41585], [-4.42353, 11.58938, -18.57033], [-3.12780, 12.96417, -17.03281], [-5.33897, 12.18454, -15.92398], [-5.91208, 10.78677, -16.19476], [-6.70921, 10.73091, -17.45017], [-4.89381, 9.80540, -15.93789], [-7.18704, 10.52297, -14.77948], [-8.07671, 11.47567, -14.90102], [-7.69417, 9.32880, -14.84594], [-6.59947, 10.51710, -13.59331], [-13.36493, 17.84700, -14.77027], [-13.68530, 18.90948, -15.54389], [-14.43087, 17.46690, -14.08580], [-12.94147, 16.82405, -15.47513], [-11.83298, 18.18637, -13.48979], [-10.89373, 18.85479, -14.36813], [-12.35536, 19.08723, -12.45617], [-11.52228, 16.54597, -12.77464], [-9.90951, 16.58726, -12.79099], [-9.21557, 16.32188, -14.05571], [-9.38541, 17.75221, -12.03883], [-9.51585, 14.98908, -11.72105], [-10.07498, 13.97055, -12.39847], [-8.19470, 14.81110, -11.63142], [-10.02501, 15.06996, -10.49461], [-9.90410, 13.83080, -17.54626], [-9.52815, 14.63414, -18.62593], [-9.25844, 12.65235, -17.36665], [-9.81160, 14.51912, -16.40347], [-11.76230, 13.48995, -17.79705], [-12.45198, 14.56336, -17.14520], [-11.94775, 13.34754, -19.25562], [-11.86863, 12.14204, -16.73267], [-12.18123, 10.97016, -17.74768], [-13.56267, 11.02263, -18.25347], [-11.17000, 10.66760, -18.78421], [-12.12310, 9.30698, -16.70911], [-10.91405, 9.05206, -16.21911], [-13.07492, 9.43093, -15.77416], [-12.40996, 8.33733, -17.55927], [-8.45895, 10.57326, -10.17066], [-7.42925, 10.50671, -9.37561], [-8.17503, 11.22438, -11.28946], [-8.84589, 9.32870, -10.45724], [-9.95495, 11.52695, -9.40611], [-9.43030, 12.54177, -8.56039], [-10.71408, 12.05757, -10.51537], [-10.83931, 10.43827, -8.42379], [-11.96330, 9.89019, -9.40843], [-13.01809, 10.79058, -9.86409], [-11.37992, 9.20407, -10.57954], [-12.93835, 8.50154, -8.47881], [-13.85641, 7.88868, -9.23931], [-12.12952, 7.56616, -7.94821], [-13.68048, 9.05315, -7.52669], [-6.67459, 19.41597, -17.57195], [-6.62902, 18.33027, -18.40106], [-6.27223, 20.49794, -18.20560], [-7.88351, 19.56658, -17.06272], [-5.42582, 19.09626, -16.08700], [-5.77055, 17.80480, -15.43495], [-4.10202, 19.18618, -16.69440], [-5.61732, 20.53653, -15.05147], [-6.90662, 20.26962, -14.14348], [-8.00378, 19.38471, -14.58648], [-6.47741, 20.10762, -12.75912], [-7.78009, 22.02603, -14.27332], [-8.99594, 21.95541, -13.69406], [-6.99253, 23.01534, -13.81192], [-8.00768, 22.34429, -15.56025], [-6.79700, 15.36376, -15.07863], [-7.72235, 15.48478, -14.86578], [-6.46622, 16.25018, -15.22382], [-3.54168, 11.62867, -14.04593], [-4.16778, 11.76242, -14.75750], [-3.01326, 10.88219, -14.32837], [-6.14744, 13.34945, -12.82471], [-5.65049, 12.60339, -12.48907], [-6.47784, 13.78961, -12.04156], [-2.12396, 13.82976, -12.43258], [-2.00490, 14.24369, -11.57776], [-1.75997, 14.45808, -13.05626], [-3.87343, 14.65397, -14.68861], [-3.08567, 14.37975, -15.15816], [-3.57491, 15.35297, -14.10679], [-4.38524, 11.89571, -10.87764], [-4.28082, 12.56566, -10.20199], [-4.41638, 11.07014, -10.39420]],
  "atomic_forces_ev_per_a": [[-0.412, 1.388, 0.474], [-0.677, 0.683, -0.782], [-2.206, 2.052, -0.435], [-0.004, -1.189, 0.305], [0.666, -1.011, -0.102], [0.361, 0.434, -0.490], [0.242, 1.044, -1.300], [0.736, -0.728, 1.692], [0.474, 1.243, 2.306], [1.681, -1.593, -3.272], [-5.360, -1.076, -0.370], [1.723, 0.605, 1.665], [0.767, -0.417, 0.677], [0.677, 0.688, -1.518], [0.178, -0.763, 0.987], [0.110, -0.041, -0.529], [0.689, 0.121, 0.598], [0.822, -0.711, -0.214], [-0.423, 0.570, -0.131], [-0.315, 0.382, -0.071], [-0.359, -0.233, 0.648], [2.753, 1.097, -1.404], [-0.721, 0.763, 2.256], [-1.539, -0.454, 0.389], [1.818, 2.275, -2.352], [-4.658, -3.566, -1.999], [1.526, -0.261, 2.983], [0.407, -0.898, -0.026], [1.236, 0.657, -1.043], [-0.374, -0.003, 0.426], [-1.086, -1.120, -1.142], [0.830, 1.094, 0.956], [2.244, -0.391, 1.877], [0.337, -0.723, 0.486], [-0.834, 0.198, 0.125], [-0.291, 0.121, -0.987], [-1.511, 1.201, 0.735], [-0.251, -1.461, 0.210], [-0.158, -1.496, -0.691], [0.331, 3.017, -2.167], [2.480, 0.942, 1.161], [-1.039, -0.290, 1.131], [-0.714, -2.106, -0.817], [-1.614, 1.151, -1.428], [0.615, 0.210, 0.628], [-0.125, -0.067, -0.001], [0.221, -0.140, -0.289], [-1.720, 0.210, 0.251], [0.456, -1.725, 1.849], [0.227, 1.776, -1.177], [0.600, -0.137, -0.956], [0.360, -0.012, 0.071], [0.126, -0.001, -0.225], [0.268, -0.165, 2.439], [0.031, 0.940, -2.502], [-0.259, -2.379, -2.041], [1.097, -0.492, 0.731], [-0.957, 0.253, 1.514], [-0.060, 3.189, -0.988], [-0.363, 0.003, 0.608], [0.574, -0.939, 0.229], [-0.506, -0.672, -0.041], [-3.190, 0.005, -0.434], [1.390, 0.211, 0.777], [0.598, -0.123, 0.093], [0.716, 0.154, -0.121], [-2.097, 0.688, -0.015], [1.367, -0.159, 1.140], [1.031, -1.316, 0.495], [0.595, 0.857, -1.274], [-1.052, -0.751, -4.633], [0.347, -0.814, 2.040], [-0.704, -0.276, 1.955], [0.244, 0.781, -0.108], [0.841, -0.098, -0.710], [-0.226, 0.165, -0.050], [0.184, 0.373, 1.180], [0.792, -1.709, 2.075], [-0.193, 1.155, 0.447], [-0.183, 0.226, -0.539], [0.297, 0.045, -1.272], [0.446, 0.521, 1.749], [0.647, 2.925, -1.577], [-1.318, 0.094, 0.273], [-0.376, -3.383, -2.903], [-2.427, -0.808, 2.123], [2.368, 1.804, 0.456], [-0.543, 0.809, -1.120], [0.416, -1.741, -0.646], [1.132, 0.646, 0.258], [-0.642, 0.002, 0.696], [-0.033, -0.102, -0.222], [0.361, -1.474, -0.258], [-0.697, 0.195, 0.405], [0.287, 0.579, 0.032], [1.754, -0.494, 2.108], [-0.873, 0.553, -0.942], [-0.093, -0.345, -0.444], [0.491, -0.473, -0.502], [-0.068, -0.284, 0.135], [-0.355, 0.591, -0.029], [0.340, -0.852, 0.618], [-0.199, 0.587, 0.297], [-0.215, 0.183, -0.357], [0.092, -0.648, -0.026], [-0.042, -0.284, -0.582], [-0.519, 0.850, 0.464], [0.851, -0.172, -0.368], [-0.302, 0.643, 0.273], [-0.367, -0.388, 0.121]],
  "mulliken_charge": [0.647, 0.858, 0.344, -0.233, -0.221, -0.218, 0.997, -0.609, -0.932, -0.568, 1.108, -0.217, -0.701, 0.362, -0.246, -0.176, -0.150, 0.676, -0.185, -0.177, -0.235, 0.693, -0.602, -0.738, -0.819, 0.899, -0.543, -0.747, 0.569, -0.069, -0.208, -0.296, 0.490, -0.228, -0.223, -0.147, 0.875, -0.472, -0.711, -0.578, 1.191, -0.485, -0.599, 0.007, -0.167, -0.103, -0.224, 0.369, -0.259, -0.070, -0.043, 1.074, -0.654, -0.608, -0.365, 0.959, -0.692, -0.661, 0.526, -0.174, -0.222, -0.223, 0.631, -0.235, -0.234, -0.199, 1.074, -0.698, -0.416, -0.618, 1.210, -0.652, -0.663, 0.440, -0.224, -0.236, -0.233, 0.469, -0.197, -0.214, -0.132, 1.022, -0.999, -0.719, -0.525, 1.006, -0.380, -0.636, 0.402, -0.202, -0.237, -0.254, 1.599, -0.083, 0.180, -0.472, 0.325, 0.279, 0.552, -0.129, -0.044, -0.426, 0.268, 0.119, 0.508, 0.163, -0.020, -0.519, 0.271, 0.233],
  "de_lowest_kj_mol": 0.0,
  "molar_mass_g_mol": 1802.9,
  "orbital_gap_ev": 4.67,
  "total_charge": -4,
  "energy_ev": -311259.5824,
  "homo_ha": -0.022
}

***

Record 2
{
  "formula": "C4H7NO4",
  "method": "ωB97M-V/def2-TZVPD",
  "elements": ["C", "C", "C", "C", "H", "H", "H", "H", "H", "H", "H", "N", "O", "O", "O", "O"],
  "coordinates": [[0.61465, 0.49634, 0.36964], [1.35712, -0.76996, 0.07177], [-0.49714, 0.41007, -0.57400], [-1.82589, 0.02068, 0.07383], [2.37419, 1.31902, 0.70593], [1.65343, 1.41066, -0.78109], [0.29094, 0.18773, 1.51080], [-0.53142, 1.48642, -1.22082], [-0.31428, -0.33447, -1.35440], [-3.55968, -0.32261, -0.03233], [0.91971, -2.54708, 0.44747], [1.48651, 1.66023, 0.26320], [2.51140, -0.91195, -0.25648], [-2.03433, -0.13009, 1.28815], [-2.81393, -0.31360, -0.75198], [0.36873, -1.66140, 0.24030]],
  "atomic_forces_ev_per_a": [[1.449, -1.199, 4.412], [0.124, 1.266, 0.069], [-2.461, 3.387, -2.711], [0.097, -0.607, 2.444], [-0.797, 0.746, -0.523], [0.786, 1.849, 1.739], [0.311, 1.600, -2.608], [-0.474, -2.748, 1.950], [-0.226, 0.265, -0.032], [1.285, -0.483, -2.079], [-2.185, 2.225, -0.916], [0.435, -1.675, -2.332], [-1.008, -0.691, 0.484], [0.953, 0.958, -2.179], [-1.773, 0.731, 1.328], [3.484, -5.624, 0.952]],
  "mulliken_charge": [0.227, 0.243, -0.793, 0.581, 0.380, 0.393, 0.281, 0.339, 0.383, 0.379, 0.368, -0.713, -0.578, -0.619, -0.475, -0.397],
  "de_lowest_kj_mol": 237.3,
  "molar_mass_g_mol": 133.1,
  "orbital_gap_ev": 10.62,
  "energy_ev": -13940.1775,
  "smiles": "N[C@@H](CC(=O)O)C(=O)O",
  "homo_ha": -0.374
}

***

Record 3
{
  "formula": "C19H20B2F4MgN6O5S4Se",
  "method": "ωB97M-V/def2-TZVPD",
  "elements": ["Mg", "C", "C", "N", "O", "B", "F", "F", "O", "N", "C", "C", "C", "N", "O", "B", "F", "F", "O", "N", "C", "C", "C", "H", "H", "H", "H", "H", "H", "H", "H", "H", "H", "H", "H", "O", "C", "S", "C", "C", "S", "S", "S", "C", "N", "C", "Se", "N", "C", "C", "C", "C", "C", "C", "H", "H", "H", "H", "H", "H", "H", "H"],
  "coordinates": [[-0.46766, 0.26859, 0.73499], [-4.46441, 1.49505, 2.04475], [-3.01484, 1.23313, 1.83213], [-2.50729, 0.68062, 0.80438], [-3.28201, 0.19997, -0.19527], [-2.39756, -0.58557, -1.12192], [-3.16609, -1.41387, -1.86240], [-1.46953, -1.31741, -0.25016], [-1.55903, 0.25776, -2.00394], [-0.54795, 0.82665, -1.28390], [0.03152, 1.84675, -1.77213], [-0.35259, 2.47799, -3.06488], [0.98801, 2.51863, -0.79730], [0.59304, 2.19953, 0.57485], [1.58573, 2.11717, 1.52224], [1.06750, 2.43065, 2.92975], [0.31350, 3.60479, 2.85195], [2.17598, 2.52431, 3.71365], [0.20149, 1.35844, 3.50736], [-0.84350, 1.02397, 2.68622], [-1.97016, 1.60422, 2.85852], [-2.29396, 2.56964, 3.94121], [2.64901, 3.25144, -2.57013], [-5.03856, 1.10125, 1.21086], [-4.64306, 2.56860, 2.12915], [-4.80738, 1.03440, 2.97206], [0.32669, 2.19144, -3.86621], [-0.33705, 3.56417, -2.96839], [-1.35252, 2.14682, -3.33366], [-1.46769, 2.63353, 4.64190], [-3.20644, 2.26405, 4.45500], [-2.46532, 3.55967, 3.51505], [2.11229, 4.19536, -2.66062], [2.28805, 2.54641, -3.31243], [3.70564, 3.43833, -2.75352], [5.27421, 3.04906, 1.51627], [4.47026, 2.73992, 0.69545], [3.33149, 3.85572, -0.03961], [2.48577, 2.68256, -1.15265], [3.14402, 1.29525, -1.09910], [2.71025, 0.10894, -2.12368], [4.34834, 1.05376, 0.08996], [0.12658, 3.85334, 0.04137], [-0.65237, -3.60240, 1.60849], [0.25836, -3.54005, 0.48425], [1.20562, -2.61087, 0.27980], [1.66328, -1.15264, 1.33737], [1.81252, -2.89368, -0.88848], [1.23329, -4.00781, -1.47284], [1.47715, -4.67725, -2.66115], [0.67688, -5.77360, -2.93163], [-0.32755, -6.18489, -2.04862], [-0.56766, -5.51495, -0.86154], [0.23581, -4.41834, -0.59271], [-0.35248, -2.84488, 2.32942], [-0.58987, -4.58710, 2.07019], [-1.66803, -3.40929, 1.26521], [2.52384, -2.28684, -1.27254], [2.24962, -4.35727, -3.34592], [0.82930, -6.32248, -3.85013], [-0.93312, -7.04329, -2.30194], [-1.34935, -5.82741, -0.18438]],
  "atomic_forces_ev_per_a": [[0.444, -0.302, 0.295], [-0.026, 0.011, -0.006], [0.109, -0.031, 0.072], [-0.085, 0.110, -0.089], [0.042, -0.017, 0.008], [-0.103, 0.122, 0.074], [-0.023, -0.052, -0.088], [-0.044, -0.084, -0.063], [0.011, 0.028, -0.004], [-0.123, -0.030, -0.102], [0.072, -0.029, 0.084], [-0.019, 0.048, -0.015], [-0.036, 0.057, 0.131], [-0.182, 0.043, -0.150], [-0.023, -0.005, 0.069], [-0.009, -0.060, 0.049], [-0.046, 0.142, -0.032], [0.090, 0.007, 0.033], [0.009, -0.042, -0.047], [-0.011, 0.226, -0.094], [-0.097, -0.132, -0.040], [0.010, 0.026, 0.038], [-0.007, 0.013, -0.005], [0.002, 0.003, -0.002], [-0.007, -0.001, -0.002], [0.003, -0.015, 0.006], [-0.020, -0.053, -0.019], [0.030, -0.011, -0.021], [-0.007, 0.016, 0.013], [-0.009, -0.001, 0.000], [-0.006, 0.004, 0.017], [0.013, 0.007, -0.008], [-0.009, 0.029, -0.003], [-0.009, 0.017, -0.002], [-0.001, -0.008, 0.003], [0.078, 0.005, -0.006], [-0.136, 0.080, 0.095], [0.061, -0.005, -0.037], [0.017, -0.017, -0.123], [0.163, 0.062, 0.163], [-0.038, 0.004, -0.124], [-0.036, -0.062, -0.069], [0.041, -0.008, -0.042], [0.008, 0.024, 0.040], [0.049, -0.032, -0.003], [0.079, 0.156, -0.146], [-0.095, -0.074, 0.151], [-0.054, -0.067, 0.086], [-0.029, -0.026, -0.003], [-0.028, -0.013, 0.024], [-0.014, -0.004, 0.012], [0.021, 0.006, -0.018], [0.025, 0.009, -0.027], [-0.001, -0.055, -0.057], [-0.027, -0.018, -0.018], [-0.016, 0.000, -0.002], [0.008, 0.007, 0.022], [0.011, 0.026, -0.001], [0.017, 0.011, -0.008], [-0.005, -0.019, -0.016], [-0.013, -0.021, -0.011], [-0.020, -0.005, 0.019]],
  "mulliken_charge": [0.834, -1.702, 0.501, 0.509, -0.530, 0.649, -0.316, -0.310, -0.627, 0.715, -0.518, -1.793, -0.664, 0.509, 0.043, 0.463, -0.411, -0.327, -0.545, 0.246, 0.846, -1.895, -1.706, 0.405, 0.320, 0.366, 0.280, 0.401, 0.450, 0.368, 0.523, 0.294, 0.401, 0.297, 0.454, -0.525, 0.749, -0.181, 1.232, 0.432, -0.303, -0.077, -0.163, -1.152, 0.367, -0.285, -0.259, 0.155, 0.497, -0.893, -0.479, -0.707, -0.617, 0.792, 0.355, 0.408, 0.329, 0.143, 0.431, 0.392, 0.392, 0.437],
  "de_lowest_kj_mol": 160.2,
  "molar_mass_g_mol": 741.6,
  "orbital_gap_ev": 7.68,
  "energy_ev": -165569.5374,
  "homo_ha": -0.316
}